123
Properties=species:S:1:pos:R:3:mulliken_charge:R:1 method="wB97M-V/def2-TZVPD" relative_energy_ev=1.3549 smiles="CN(C)P(=O)(N(C)C)N(C)C.CN(C)P(=O)(N(C)C)N(C)C.CN(C)P(=O)(N(C)C)N(C)C.CN(C)P(=O)(N(C)C)N(C)C.C[N+](=O)[O-]" e_homo_ev=-7.889 orbital_gap_ev=8.363 e_tot_ha=-3526.3139
C 3.850 -0.817 -1.932 -0.3273
N 5.017 -1.625 -2.316 0.3613
C 6.215 -0.843 -2.540 -1.0008
P 5.139 -3.222 -1.765 0.1982
O 6.008 -4.041 -2.643 -0.8715
N 5.653 -3.116 -0.171 0.3858
C 4.794 -2.512 0.830 -0.9701
C 7.066 -3.275 0.152 -1.0755
N 3.544 -3.761 -1.667 0.6214
C 2.686 -3.692 -2.836 -1.1707
C 3.233 -4.893 -0.781 -1.0858
H 2.992 -1.388 -1.604 -0.1627
H 3.594 -0.223 -2.808 0.0029
H 4.189 -0.108 -1.166 0.3098
H 6.969 -1.397 -3.098 0.2910
H 6.635 -0.576 -1.560 0.3131
H 5.938 0.039 -3.117 0.3095
H 5.169 -1.558 1.214 0.3640
H 3.806 -2.318 0.415 0.1275
H 4.676 -3.195 1.679 0.3647
H 7.120 -3.828 1.096 0.3486
H 7.453 -3.933 -0.628 0.3368
H 7.593 -2.322 0.236 0.2693
H 2.687 -2.669 -3.224 0.3288
H 2.987 -4.418 -3.595 0.3078
H 1.635 -3.793 -2.551 0.4245
H 2.152 -4.994 -0.751 0.4358
H 3.600 -4.796 0.242 0.2824
H 3.738 -5.768 -1.209 0.2555
C -0.187 -4.277 4.079 -1.1597
N -0.417 -3.966 2.678 0.3176
C 0.758 -3.443 1.962 -0.8682
P -1.955 -3.601 2.039 0.3750
O -1.907 -3.622 0.562 -0.9280
N -2.999 -4.737 2.743 0.1361
C -2.654 -6.148 2.716 -1.1177
C -4.409 -4.556 2.396 -1.1634
N -2.478 -2.141 2.688 0.4777
C -2.867 -2.019 4.086 -0.8409
C -2.027 -0.908 2.035 -0.3614
H -0.130 -3.354 4.673 0.3028
H 0.698 -4.903 4.171 0.3391
H -1.044 -4.784 4.530 0.4135
H 1.657 -3.788 2.465 0.3614
H 0.739 -2.349 1.983 0.2109
H 0.687 -3.779 0.928 0.2317
H -1.607 -6.325 2.960 0.3778
H -3.251 -6.703 3.442 0.3553
H -2.849 -6.580 1.727 0.3375
H -4.662 -3.498 2.349 0.3640
H -4.622 -5.027 1.429 0.3537
H -5.051 -5.056 3.124 0.3405
H -2.033 -2.228 4.764 0.1908
H -3.365 -1.074 4.281 0.2318
H -3.597 -2.801 4.318 0.3694
H -2.428 -0.036 2.552 0.0103
H -2.451 -0.867 1.033 0.1236
H -0.939 -0.828 2.058 0.1134
C -1.805 5.926 2.603 -1.1341
N -2.259 4.574 2.319 0.3647
C -1.235 3.671 1.809 -1.2016
P -3.421 3.899 3.352 0.4045
O -2.886 3.480 4.659 -0.9432
N -4.663 4.983 3.572 0.2337
C -5.252 5.080 4.899 -1.0983
C -5.117 5.928 2.564 -0.9478
N -4.049 2.590 2.472 0.6944
C -4.583 2.811 1.134 -1.2269
C -4.635 1.504 3.264 -1.3546
H -2.578 6.523 3.080 0.4038
H -1.457 6.383 1.672 0.3118
H -0.916 5.902 3.247 0.3388
H -0.801 3.061 2.609 0.3246
H -0.394 4.206 1.369 0.4916
H -1.677 3.008 1.066 0.2571
H -5.837 5.993 5.031 0.4468
H -5.987 4.278 5.026 0.2662
H -4.492 5.103 5.677 0.3375
H -4.482 6.810 2.442 0.2790
H -5.201 5.453 1.584 0.2469
H -6.127 6.272 2.789 0.4532
H -5.656 3.031 1.166 0.2213
H -4.038 3.623 0.655 0.4302
H -4.399 1.889 0.575 0.3115
H -4.028 1.408 4.163 0.4033
H -4.519 0.590 2.679 0.4785
H -5.667 1.744 3.529 0.2510
C 1.290 3.350 -6.004 -0.9348
N 1.084 1.986 -5.564 0.3923
C 1.069 0.952 -6.585 -1.1145
P 1.071 1.527 -3.945 0.3103
O 1.269 0.094 -3.633 -0.8309
N 2.139 2.643 -3.241 0.2362
C 3.557 2.537 -3.587 -1.0653
C 1.916 3.006 -1.863 -0.8252
N -0.476 2.012 -3.468 0.6847
C -0.968 3.369 -3.570 -1.3214
C -1.535 1.044 -3.697 -0.9426
H 2.351 3.611 -5.957 0.2634
H 0.736 4.108 -5.453 0.2388
H 0.942 3.487 -7.030 0.3575
H 0.400 1.193 -7.416 0.3800
H 0.688 0.001 -6.214 0.2613
H 2.059 0.769 -7.014 0.3544
H 3.634 2.485 -4.677 0.2643
H 4.089 3.428 -3.259 0.4414
H 4.059 1.647 -3.210 0.3170
H 2.564 3.846 -1.604 0.5105
H 0.885 3.350 -1.734 0.1717
H 2.007 2.214 -1.110 0.1041
H -1.872 3.508 -2.980 0.3336
H -0.226 4.132 -3.329 0.4020
H -1.228 3.645 -4.605 0.3283
H -1.647 0.871 -4.774 0.2707
H -2.460 1.336 -3.198 0.3650
H -1.351 0.079 -3.223 0.2339
C -0.071 -0.954 -0.927 0.6756
N 0.529 0.041 -0.018 1.0932
O 0.047 1.148 0.060 -0.4918
O 1.547 -0.271 0.574 -0.5586
H -0.130 -0.509 -1.915 -0.8418
H -1.085 -1.116 -0.572 0.3392
H 0.533 -1.852 -0.937 -0.3149



122
Properties=species:S:1:pos:R:3:mulliken_charge:R:1 method="wB97M-V/def2-TZVPD" relative_energy_ev=11.5803 e_homo_ev=-8.643 orbital_gap_ev=8.759 e_tot_ha=-2413.9672
C -1.461 -0.483 2.996 -0.2404
O -1.048 -1.182 4.134 -0.5703
H -0.937 0.457 2.837 0.1865
H -2.463 -0.132 3.099 0.6349
H -1.338 -1.211 2.195 -0.2884
H -1.242 -0.600 4.907 0.2829
C 0.438 3.599 -1.467 0.0438
O 0.766 4.914 -1.486 -0.5463
H 1.208 2.949 -1.783 -0.2385
H -0.343 3.400 -2.195 0.6984
H 0.148 3.211 -0.506 -0.9642
H 0.661 5.191 -2.423 0.4008
C 2.520 -3.965 1.267 -0.5918
O 1.822 -4.001 2.541 -0.6217
H 3.275 -4.721 1.292 0.5103
H 2.936 -2.958 1.158 0.1871
H 1.908 -4.238 0.430 0.0825
H 2.461 -4.291 3.243 0.2925
C -4.199 -0.652 -2.448 0.3756
O -5.136 0.316 -2.735 -0.7921
N -4.093 -1.269 -1.304 -0.1386
N -3.467 -1.081 -3.458 -0.2866
H -4.600 -0.881 -0.580 0.3268
H -3.280 -1.802 -0.965 0.1255
H -3.481 -0.543 -4.357 0.2393
H -2.822 -1.873 -3.369 -0.4889
C 2.221 -0.217 3.082 0.3327
O 3.418 -0.209 2.448 -0.8922
N 1.432 -1.281 3.136 -0.0216
N 1.703 0.907 3.528 -0.2242
H 1.747 -2.219 2.835 -0.0675
H 0.480 -1.199 3.490 0.2818
H 2.329 1.724 3.664 0.2646
H 0.838 1.099 4.133 0.2290
C 3.118 3.012 0.965 -0.4038
O 1.805 2.571 1.103 0.4250
N 4.211 2.344 1.331 -0.1262
N 3.394 4.184 0.550 -0.4520
H 4.041 1.429 1.771 0.1862
H 5.245 2.546 1.275 0.2385
H 2.655 4.958 0.447 0.2604
H 4.397 4.373 0.286 0.2525
C 0.128 -0.656 -4.097 0.1969
O 1.352 -1.291 -3.948 -0.7257
N -0.421 0.193 -3.281 0.0871
N -0.737 -0.956 -4.996 -0.2115
H 0.084 0.364 -2.465 -0.4859
H -1.409 0.189 -3.192 0.2132
H -0.441 -1.664 -5.665 0.3249
H -1.615 -0.385 -5.219 0.1947
C -1.464 -3.743 -3.006 -1.2090
C -2.176 -4.096 -1.730 0.9742
C -1.635 -5.374 -1.103 -1.3156
O -2.303 -3.346 -0.774 0.3068
H -1.955 -2.901 -3.588 0.5559
H -1.306 -4.560 -3.647 0.4960
H -0.464 -3.371 -2.885 0.2953
H -3.174 -4.399 -2.039 0.3743
H -2.384 -5.693 -0.429 0.3610
H -0.690 -5.256 -0.543 0.1122
H -1.419 -6.176 -1.858 0.4239
H -1.538 -3.481 -0.198 -0.9296
C 0.057 -1.444 -0.462 1.0698
C 1.014 -0.278 -0.308 2.4217
C 2.449 -0.531 -0.834 -1.0054
O 0.682 0.755 -0.835 3.1806
H -0.862 -1.256 0.108 -0.5687
H 0.626 -2.347 -0.070 -0.1081
H -0.202 -1.664 -1.512 -1.0197
H 1.166 -0.032 0.739 -0.3523
H 3.078 0.323 -0.666 -0.1265
H 2.555 -0.763 -1.863 0.1883
H 2.976 -1.302 -0.234 -0.1826
H 1.134 1.471 -0.364 -1.4770
C 3.484 1.506 -3.326 -0.8991
C 4.099 2.610 -2.462 1.5800
C 5.464 2.949 -3.056 -1.5570
O 3.376 3.615 -2.358 -0.5545
H 3.864 0.437 -3.156 0.2564
H 3.473 1.669 -4.439 0.5175
H 2.415 1.493 -3.017 -0.2059
H 4.210 2.186 -1.435 -0.3878
H 5.751 3.977 -2.850 0.3894
H 5.670 2.750 -4.162 0.2987
H 6.277 2.331 -2.533 0.3148
H 3.463 3.917 -1.438 0.3416
C -4.052 2.635 -0.646 -1.4902
C -2.603 2.159 -0.437 1.6058
C -2.513 1.037 0.612 0.6168
O -2.064 1.608 -1.426 -0.5198
H -4.673 1.746 -0.492 0.3021
H -4.158 2.974 -1.729 0.2628
H -4.281 3.499 -0.022 0.4236
H -1.960 3.001 -0.050 -0.5934
H -1.476 0.834 0.806 -1.0604
H -2.891 0.105 0.248 -0.7065
H -2.909 1.459 1.558 0.6434
H -1.313 1.091 -1.191 -0.2442
C -3.030 -3.756 2.424 -1.2550
C -1.508 -4.084 2.616 1.2076
C -1.285 -5.492 2.928 -1.7513
O -0.821 -3.734 1.658 0.8115
H -3.177 -2.703 2.051 0.1355
H -3.662 -4.092 3.269 0.4503
H -3.378 -4.437 1.638 0.2287
H -1.099 -3.514 3.471 0.1909
H -1.595 -5.836 3.882 0.4144
H -0.200 -5.795 2.804 0.2074
H -1.769 -6.121 2.233 0.3864
H 0.122 -3.760 1.913 -0.6182
C -1.967 4.647 2.486 -1.7073
C -0.602 4.083 2.374 1.6630
C 0.385 4.900 3.203 -1.8423
O -0.477 2.868 2.582 -0.5273
H -1.924 5.725 2.208 0.3403
H -2.302 4.656 3.458 0.5664
H -2.694 4.242 1.805 0.1242
H -0.354 4.159 1.272 -0.2498
H -0.033 4.996 4.170 0.4667
H 0.503 5.890 2.865 0.4222
H 1.418 4.525 3.251 0.2885
H 0.424 2.542 2.342 -0.2486



120
Properties=species:S:1:pos:R:3:mulliken_charge:R:1 method="wB97M-V/def2-TZVPD" e_homo_ev=-9.048 orbital_gap_ev=9.663 e_tot_ha=-2771.7256
C -0.092 0.070 1.477 -0.3582
Si -0.728 0.894 -0.165 0.2174
C 0.751 1.978 -0.868 -0.6978
C -1.121 -0.418 -1.518 -0.6642
Si -2.403 2.237 0.363 0.5666
O -3.928 1.885 -0.436 -0.2071
Si -4.538 0.288 -0.009 0.5769
H -1.002 -0.025 2.207 0.0790
H 0.287 -1.016 1.202 0.2015
H 0.724 0.741 1.982 0.0193
H 1.286 2.568 -0.010 0.2436
H 1.459 1.187 -1.411 0.0960
H 0.300 2.641 -1.720 0.2636
H -1.551 -1.385 -0.969 0.2250
H -1.868 -0.075 -2.351 0.2977
H -0.073 -0.763 -1.973 0.0334
H -2.017 3.606 -0.060 -0.2144
H -2.522 2.323 1.841 -0.1649
H -5.900 0.291 0.544 -0.1708
H -3.658 -0.475 0.884 -0.1546
H -4.601 -0.490 -1.274 -0.1556
C 3.360 1.020 4.146 -0.9434
C 2.350 1.678 5.063 -0.1489
O 1.037 1.477 4.561 -0.4808
H 3.288 1.432 3.134 0.3181
H 4.378 1.170 4.516 0.2777
H 3.169 -0.055 4.067 0.2409
H 2.531 2.756 5.122 0.2835
H 2.408 1.263 6.073 0.2037
H 0.883 0.517 4.520 0.2398
C -4.687 5.432 0.461 -0.8708
C -5.841 6.380 0.718 0.3807
O -5.347 7.681 0.999 -0.6066
H -4.022 5.392 1.330 0.2745
H -5.051 4.424 0.248 0.1625
H -4.084 5.777 -0.386 0.2992
H -6.427 6.044 1.578 0.3718
H -6.503 6.435 -0.151 -0.3687
H -4.834 7.973 0.225 0.3488
C -1.791 -3.327 4.839 -1.2354
C -1.341 -2.588 3.595 -0.0917
O -0.178 -1.826 3.879 -0.3648
H -2.004 -2.622 5.649 0.2934
H -2.690 -3.917 4.638 0.3670
H -1.003 -3.997 5.198 0.3445
H -2.123 -1.904 3.253 0.1827
H -1.114 -3.287 2.784 0.3136
H 0.513 -2.443 4.174 0.2225
C 4.009 -2.174 -2.211 -1.0071
C 2.855 -1.227 -1.954 -0.0487
O 3.349 0.075 -1.674 -0.5193
H 4.674 -2.214 -1.342 0.3005
H 3.645 -3.183 -2.424 0.2224
H 4.612 -1.830 -3.058 0.3748
H 2.269 -1.562 -1.094 0.1917
H 2.193 -1.171 -2.823 0.2065
H 3.862 0.367 -2.447 0.2619
C 5.545 -7.198 -2.827 -0.7044
C 4.886 -6.049 -2.091 -0.3210
O 4.100 -5.283 -2.992 -0.5224
H 6.179 -6.822 -3.637 0.1374
H 6.158 -7.796 -2.147 0.1065
H 4.792 -7.846 -3.286 0.4577
H 5.642 -5.391 -1.653 0.2494
H 4.240 -6.417 -1.288 0.2990
H 3.427 -5.874 -3.370 0.2682
C 9.657 -10.010 -2.788 -1.0910
C 8.646 -9.351 -1.872 -0.0661
O 7.333 -9.553 -2.373 -0.5061
H 9.584 -9.598 -3.800 0.2162
H 10.675 -9.860 -2.418 0.3034
H 9.465 -11.085 -2.867 0.4214
H 8.827 -8.274 -1.812 0.1176
H 8.704 -9.767 -0.861 0.3101
H 7.179 -10.512 -2.414 0.2769
C 8.847 -4.713 -4.568 -1.0871
C 9.324 -5.556 -3.404 -0.2667
O 9.435 -6.915 -3.801 -0.4057
H 7.877 -5.070 -4.929 0.2708
H 8.752 -3.664 -4.277 0.3310
H 9.545 -4.784 -5.409 0.3667
H 8.613 -5.500 -2.574 0.2011
H 10.300 -5.214 -3.046 0.3754
H 10.075 -6.955 -4.533 0.2451
C -6.444 9.188 -3.477 -1.1937
C -6.280 8.678 -2.061 0.0728
O -4.929 8.303 -1.834 -0.5318
H -6.152 8.419 -4.200 0.2974
H -7.481 9.477 -3.670 0.3469
H -5.798 10.054 -3.655 0.3456
H -6.911 7.800 -1.894 0.0802
H -6.558 9.446 -1.332 0.2673
H -4.378 9.092 -1.976 0.2829
C 5.934 0.773 8.549 -1.1706
C 4.927 1.155 7.483 -0.1385
O 4.152 0.022 7.119 -0.4788
H 6.594 -0.022 8.187 0.2897
H 6.542 1.634 8.837 0.3473
H 5.427 0.385 9.439 0.3343
H 5.438 1.521 6.588 0.2557
H 4.255 1.940 7.842 0.2791
H 3.696 -0.291 7.919 0.2791
C -8.933 4.401 -0.246 -0.8088
C -9.592 5.549 0.490 -0.3879
O -10.377 6.316 -0.412 -0.5423
H -8.299 4.776 -1.056 0.2241
H -8.320 3.803 0.434 0.3195
H -9.686 3.752 -0.705 0.3785
H -8.836 6.207 0.928 0.1821
H -10.238 5.182 1.293 0.3184
H -11.051 5.724 -0.789 0.3210
C -8.408 2.103 -4.078 -1.1042
C -8.759 1.797 -2.637 -0.0428
O -10.019 2.367 -2.313 -0.5186
H -8.374 3.185 -4.245 0.2889
H -7.437 1.675 -4.342 0.3273
H -9.167 1.700 -4.756 0.3362
H -8.009 2.221 -1.962 0.1761
H -8.807 0.718 -2.465 0.2620
H -10.679 1.978 -2.912 0.2935